Computed, not measured: 2 unconnected molecules or ions with the total composition C4H12N2O2, with ωB97M-V with the def2-TZVPD basis set.

Summary:
Kohn-Sham gap = 0.1718 Ha
Energy relative to the best compared isomer or geometry (same formula, charge and spin) = 8.944 eV
Maximum force = 4.79 eV/Å
Net charge = 0
Energy = -419.31980 Ha
Molar mass = 120.15 g mol⁻¹
HOMO = -8.914 eV

```
20
C4H12N2O2 ωB97M-V with the def2-TZVPD basis set
N -0.334 1.838 -0.967
C -1.361 1.211 -0.152
C -0.812 0.013 0.657
N -0.250 -1.038 -0.340
C 1.171 -0.824 -0.609
C -0.429 -2.341 0.296
O -1.757 -0.463 1.451
H 0.608 1.897 -0.448
H -0.640 2.796 -1.249
H -1.756 1.850 0.663
H -2.208 0.868 -0.745
H 1.580 -1.636 -1.079
H 1.737 -0.652 0.287
H 1.299 0.076 -1.175
H -1.486 -2.427 0.472
H -0.031 -3.149 -0.370
H 0.122 -2.448 1.271
H 2.489 2.404 0.585
H 0.070 0.419 1.195
O 1.989 1.605 0.257
```



Computed, not measured: C4H12N2O2 in the gas phase, with ωB97M-V with the def2-TZVPD basis set.

Summary:
Kohn-Sham gap = 0.3509 Ha
Energy relative to the best compared isomer or geometry (same formula, charge and spin) = 4.261 eV
Maximum force = 1.57 eV/Å
Net charge = 0
Energy = -419.49188 Ha
Molar mass = 120.15 g mol⁻¹
HOMO = -8.629 eV

```
20
C4H12N2O2 ωB97M-V with the def2-TZVPD basis set
C 2.098 0.587 -1.259
C 0.612 0.249 -1.165
O 0.345 -0.962 -1.856
N 0.104 0.196 0.228
C 0.567 -1.036 0.897
N -1.361 0.263 0.162
C -2.039 -0.140 1.402
O -1.741 1.662 0.026
H 2.726 -0.074 -0.655
H 2.448 0.475 -2.291
H 2.282 1.618 -0.939
H 0.095 1.044 -1.718
H -0.595 -1.113 -1.648
H 0.069 -1.937 0.521
H 1.646 -1.183 0.791
H 0.393 -0.969 1.977
H -1.985 -1.225 1.545
H -1.629 0.361 2.286
H -3.107 0.101 1.341
H -0.924 2.083 0.353
```



Computed, not measured: 2 unconnected molecules or ions with the total composition C4H12N2O2, with ωB97M-V with the def2-TZVPD basis set.

Summary:
Kohn-Sham gap = 0.3556 Ha
Energy relative to the best compared isomer or geometry (same formula, charge and spin) = 4.028 eV
Maximum force = 4.20 eV/Å
Net charge = 0
Energy = -419.50044 Ha
Molar mass = 120.15 g mol⁻¹
HOMO = -9.034 eV

```
20
C4H12N2O2 ωB97M-V with the def2-TZVPD basis set
C 0.314 -0.443 2.535
C 0.463 -0.435 1.049
C 0.654 -1.765 0.280
O 0.180 -2.772 0.742
N -0.512 0.412 0.418
C 0.345 1.320 -0.354
N 0.920 0.579 -1.584
H -0.544 -0.971 2.756
H 1.019 -1.077 2.981
H 0.319 0.598 2.848
H 1.560 -0.061 0.753
H 0.986 -1.810 -0.749
H -1.252 -0.094 -0.264
H 1.238 1.737 0.075
H -0.302 2.252 -0.581
H 0.893 1.253 -2.400
H 1.881 0.173 -1.448
O -2.934 0.540 -1.993
H -1.970 0.440 -2.232
H -3.259 0.124 -2.833
```



Computed, not measured: a molecular structure, C4H12N2O2, with ωB97M-V with the def2-TZVPD basis set.

Summary:
Kohn-Sham gap (spin up / spin down) = 0.3051 / 0.3052 Ha
Energy relative to the best compared isomer or geometry (same formula, charge and spin) = 8.222 eV
Maximum force = 1.06 eV/Å
Net charge = 0
Energy = -419.34632 Ha
Molar mass = 120.15 g mol⁻¹
HOMO (spin up / spin down) = -8.080 / -8.080 eV

```
20
C4H12N2O2 ωB97M-V with the def2-TZVPD basis set
C -1.016 0.693 -0.208
C -1.334 0.226 -1.604
C -2.127 0.526 0.807
H -0.666 1.737 -0.210
H 0.371 0.491 0.057
H -0.561 0.522 -2.317
H -2.970 1.192 0.588
H -2.292 0.628 -1.955
H -1.424 -0.867 -1.645
H -1.784 0.750 1.819
H -2.513 -0.497 0.807
C 2.539 -0.119 1.198
N 1.576 0.057 0.134
O 2.029 -0.435 -1.082
N 0.109 -1.119 0.576
O 0.078 -1.975 -0.218
H 1.649 -1.342 -1.173
H 2.807 -1.176 1.320
H 3.444 0.457 0.988
H 2.085 0.249 2.118
```



Computed, not measured: 2 unconnected molecules or ions with the total composition C4H12N2O2, with ωB97M-V with the def2-TZVPD basis set.

Summary:
Kohn-Sham gap = 0.3831 Ha
Energy relative to the best compared isomer or geometry (same formula, charge and spin) = 2.507 eV
Maximum force = 2.39 eV/Å
Net charge = 0
Energy = -419.55636 Ha
Molar mass = 120.15 g mol⁻¹
HOMO = -9.593 eV

```
20
C4H12N2O2 ωB97M-V with the def2-TZVPD basis set
C -0.610 -1.274 0.878
C 0.439 -0.979 -0.219
C -0.006 -1.708 -1.490
O -0.412 -1.121 -2.456
N 0.380 0.474 -0.552
C 1.509 1.195 -0.012
N 1.288 1.457 1.448
H -0.990 -0.366 1.320
H -1.494 -1.763 0.452
H -0.200 -2.080 1.493
H 1.430 -1.192 0.185
H 0.043 -2.807 -1.525
H 0.448 0.575 -1.557
H 1.636 2.171 -0.488
H 2.444 0.671 -0.044
H 1.766 2.307 1.729
H 0.304 1.617 1.596
O -3.086 0.883 -0.216
H -2.378 0.939 0.447
H -2.509 1.002 -0.989
```



Computed, not measured: C4H12N2O2 in the gas phase, with ωB97M-V with the def2-TZVPD basis set.

Summary:
Kohn-Sham gap = 0.3501 Ha
Energy relative to the best compared isomer or geometry (same formula, charge and spin) = 2.363 eV
Maximum force = 4.85 eV/Å
Net charge = 0
Energy = -419.56163 Ha
Molar mass = 120.15 g mol⁻¹
HOMO = -8.648 eV

```
20
C4H12N2O2 ωB97M-V with the def2-TZVPD basis set
C -2.239 0.033 0.473
N -1.493 -1.119 -0.004
C 0.078 -1.048 -0.101
N 0.591 -0.990 1.224
C 0.363 0.005 -1.126
C 1.260 1.232 -0.531
O 2.630 0.885 -0.521
O 0.901 1.685 0.743
H -1.781 0.484 1.359
H -2.310 0.826 -0.281
H -3.259 -0.269 0.742
H -1.923 -1.481 -0.853
H 0.370 -2.014 -0.525
H 1.433 -1.555 1.302
H -0.093 -1.380 1.870
H -0.483 0.486 -1.624
H 0.966 -0.425 -1.931
H 1.128 2.069 -1.225
H 3.091 1.702 -0.270
H 0.770 0.874 1.280
```



Computed, not measured: C4H12N2O2 in the gas phase, with ωB97M-V with the def2-TZVPD basis set.

Summary:
Kohn-Sham gap = 0.3744 Ha
Energy relative to the best compared isomer or geometry (same formula, charge and spin) = 2.266 eV
Maximum force = 2.54 eV/Å
Net charge = 0
Energy = -419.56521 Ha
Molar mass = 120.15 g mol⁻¹
HOMO = -9.280 eV

```
20
C4H12N2O2 ωB97M-V with the def2-TZVPD basis set
C -2.139 -0.893 -0.538
O -1.659 -0.027 0.456
C -0.228 0.798 0.407
N 0.268 0.918 1.703
O -0.748 1.954 -0.075
C 0.750 0.140 -0.572
C 1.227 -1.231 -0.076
N 1.826 1.096 -0.805
H -3.224 -0.972 -0.427
H -1.929 -0.522 -1.550
H -1.720 -1.903 -0.445
H -0.372 1.401 2.321
H 0.562 0.039 2.106
H -1.694 1.849 0.275
H 0.210 0.027 -1.515
H 1.918 -1.116 0.761
H 0.391 -1.851 0.241
H 1.766 -1.739 -0.875
H 2.502 0.716 -1.457
H 2.294 1.317 0.066
```



Computed, not measured: 2 unconnected molecules or ions with the total composition C4H12N2O2, with ωB97M-V with the def2-TZVPD basis set.

Summary:
Kohn-Sham gap = 0.3700 Ha
Energy relative to the best compared isomer or geometry (same formula, charge and spin) = 2.070 eV
Maximum force = 2.73 eV/Å
Net charge = 0
Energy = -419.57242 Ha
Molar mass = 120.15 g mol⁻¹
HOMO = -9.254 eV

```
20
C4H12N2O2 ωB97M-V with the def2-TZVPD basis set
C -1.188 0.755 -0.555
C -0.889 -0.735 -0.429
C 0.581 -1.100 -0.501
N 1.392 -0.682 -1.647
N -1.308 -1.216 0.950
C -0.974 -0.730 2.185
O -0.430 0.364 2.262
H -0.670 1.314 -1.338
H -1.056 1.294 0.384
H -2.263 0.888 -0.630
H -1.741 -1.214 -0.980
H 1.069 -0.689 0.373
H 0.799 -2.190 -0.382
H 1.513 0.341 -1.520
H 0.835 -0.715 -2.502
H -1.534 -2.202 0.958
H -1.447 -1.199 3.080
O 2.379 2.333 -0.245
H 1.968 3.165 0.024
H 2.963 2.218 0.515
```



Computed, not measured: 2 unconnected molecules or ions with the total composition C4H12N2O2, with ωB97M-V with the def2-TZVPD basis set.

Summary:
Kohn-Sham gap = 0.3599 Ha
Energy relative to the best compared isomer or geometry (same formula, charge and spin) = 1.258 eV
Maximum force = 1.26 eV/Å
Net charge = 0
Energy = -419.60226 Ha
Molar mass = 120.15 g mol⁻¹
HOMO = -9.082 eV

```
20
C4H12N2O2 ωB97M-V with the def2-TZVPD basis set
C -1.136 1.106 -0.604
N 0.029 0.389 -1.098
C 0.567 0.974 -2.322
C 0.969 0.047 -0.057
C 0.532 -1.185 0.697
N -0.274 -2.070 0.077
O 0.882 -1.400 1.857
H -1.805 0.475 -0.015
H -0.934 2.050 -0.081
H -1.748 1.352 -1.476
H -0.233 1.048 -3.056
H 1.316 0.262 -2.677
H 1.006 1.978 -2.242
H 1.029 0.876 0.660
H 1.980 -0.231 -0.369
H -0.485 -2.927 0.562
H -0.703 -1.974 -0.835
O -0.687 -0.324 3.834
H -0.238 -0.825 3.121
H -0.067 0.381 4.026
```



Computed, not measured: 2 unconnected molecules or ions with the total composition C4H12N2O3, with ωB97M-V with the def2-TZVPD basis set.

Summary:
Kohn-Sham gap = 0.3438 Ha
Energy relative to the best compared isomer or geometry (same formula, charge and spin) = 3.206 eV
Maximum force = 5.18 eV/Å
Net charge = 0
Energy = -494.75962 Ha
Molar mass = 136.15 g mol⁻¹
HOMO = -8.720 eV

```
21
C4H12N2O3 ωB97M-V with the def2-TZVPD basis set
N -0.898 1.892 -1.399
C -0.009 0.897 -0.750
C -0.814 -0.211 -0.206
C -0.542 -0.553 1.335
O -1.812 -0.430 1.977
N -0.508 -1.441 -0.909
C 0.696 -2.134 -1.220
O 1.736 -2.054 -0.683
H -1.863 1.847 -0.888
H -0.489 2.862 -1.307
H 0.733 1.413 -0.040
H 0.848 0.653 -1.532
H -1.919 0.011 -0.305
H -0.218 -1.660 1.542
H 0.121 0.101 1.985
H -2.286 -1.355 2.030
H -1.322 -1.699 -1.552
H 0.366 -2.976 -1.929
O 2.461 1.485 1.042
H 2.541 2.394 1.404
H 3.178 0.958 1.405
```